Density functional theory data (the ωB97M-V functional and the def2-TZVPD basis) for the molecule C20H20N4O3S at a distorted geometry.

Last column: Mulliken charge in e.
Element x y z (Å)
1 C -2.72761 -1.92861 1.60703  -0.84
2 N -2.09103 -2.04753 0.32559  0.29
3 C -2.48664 -1.54706 -0.87778  0.80
4 C -3.61001 -0.58809 -1.07575  -1.21
5 N -3.12557 0.78047 -1.00840  -0.12
6 C -3.10820 1.47967 0.14729  0.70
7 O -3.58407 1.05630 1.18118  -0.71
8 C -2.43404 2.83958 0.03695  -1.32
9 C -0.93877 2.65335 0.01651  0.52
10 C -0.18387 3.04956 -1.07524  -0.50
11 C 1.20150 2.89591 -1.10974  -1.06
12 C 1.79421 2.31449 -0.01765  0.86
13 C 1.03869 1.89437 1.08021  0.61
14 C -0.32238 2.05696 1.12419  -0.59
15 O 1.86891 1.33073 2.01103  -0.52
16 C 3.17086 1.41427 1.47000  -0.29
17 O 3.11446 2.04214 0.20867  -0.50
18 N -1.66567 -1.93800 -1.81922  -0.64
19 N -0.72078 -2.70067 -1.26421  -0.29
20 C -0.96611 -2.76386 0.01427  0.24
21 S 0.03409 -3.51513 1.23042  -0.25
22 C 1.13976 -2.05850 1.54816  -1.17
23 C 1.90283 -1.69556 0.32357  0.66
24 C 1.37553 -0.79583 -0.59544  0.68
25 C 2.06979 -0.48515 -1.75012  -1.16
26 C 3.29955 -1.06776 -1.99766  -0.85
27 C 3.83247 -1.96640 -1.08832  -0.63
28 C 3.13522 -2.28429 0.06181  -0.66
29 H -3.02944 -0.89482 1.78254  0.29
30 H -2.02651 -2.25119 2.37575  0.37
31 H -3.61004 -2.57102 1.64655  0.30
32 H -4.05464 -0.75631 -2.05793  0.40
33 H -4.36236 -0.70821 -0.29298  0.43
34 H -2.58644 1.10795 -1.79462  0.30
35 H -2.76990 3.35244 -0.86425  0.44
36 H -2.72466 3.42345 0.91197  0.32
37 H -0.67346 3.50652 -1.92241  0.35
38 H 1.78444 3.21704 -1.95599  0.49
39 H -0.90144 1.73987 1.97620  0.53
40 H 3.58811 0.40086 1.35785  0.26
41 H 3.81155 2.00273 2.14585  0.29
42 H 1.78782 -2.39856 2.35410  0.63
43 H 0.50863 -1.24209 1.89939  0.18
44 H 0.42275 -0.32211 -0.40304  0.59
45 H 1.64432 0.21172 -2.45608  0.53
46 H 3.84197 -0.82430 -2.89880  0.40
47 H 4.79181 -2.42494 -1.27807  0.42
48 H 3.54434 -2.99440 0.76663  0.42

As for the total charge: 0. The calculation puts the total energy at -1617.074318 a.u. The value obtained for the relative energy (zero: lowest compared OMol25 entry of this formula, charge and spin) is 35.6 kcal per mole. As for the max |F|: 1.41 eV/Å. Its spin multiplicity is 1. Its HOMO-LUMO gap is 8.9 eV.